20
Properties=species:S:1:pos:R:3:lowdin_charge:R:1 method="wB97M-V/def2-TZVPD" fmax_ev_per_a=6.54 e_tot_ev=-12417.8192 s2=0.78 gap_ha="0.33572 / 0.16690" spin_multiplicity=2 charge=+1
C -1.4895 1.1351 1.2126 -0.132
N -0.5926 0.5206 0.3594 0.187
C -0.3092 0.8949 -1.0175 -0.147
C 1.0969 1.3479 -1.1911 -0.313
N 1.9854 0.3426 -1.5850 0.017
O -1.5113 0.5566 2.3178 0.159
H -1.9648 2.0774 0.8458 0.179
H -0.1995 -0.4130 0.6508 0.143
H -1.0384 1.7331 -1.4121 0.180
H -0.4317 0.0136 -1.7104 0.161
H 1.1619 2.2219 -1.8761 0.140
H 1.4422 1.9060 -0.1983 0.154
H 1.5898 -0.6673 -1.6422 0.138
H 2.3486 0.4625 -2.4636 0.049
H -1.8247 -3.1466 0.0699 0.081
H -0.5708 -2.4742 0.4569 -0.024
O -1.2929 -2.3515 -0.1075 -0.027
H 1.0628 -0.8388 2.3484 -0.037
H -0.2281 -1.6443 2.6070 0.107
O 0.7658 -1.6765 2.3351 -0.015



11
Properties=species:S:1:pos:R:3:lowdin_charge:R:1 method="wB97M-V/def2-TZVPD" fmax_ev_per_a=3.81 e_tot_ev=-7659.5007 gap_ha=0.37981 smiles=Cc1cnn[nH]1 charge=0
C 1.0248 1.1283 0.3696 -0.036
C 0.1170 0.0272 -0.0447 -0.312
C 0.2732 -1.1062 -0.8036 -0.097
N -0.9748 -1.7444 -0.8574 -0.062
N -1.8457 -1.0925 -0.1943 -0.018
N -1.2064 -0.0068 0.2471 0.022
H 2.0331 0.9380 0.0064 0.082
H 0.7158 2.0959 -0.0340 0.081
H 1.0798 1.2321 1.4546 0.080
H 0.5373 -2.1770 -0.8329 0.109
H -1.7540 0.7054 0.6892 0.150



19
Properties=species:S:1:pos:R:3:lowdin_charge:R:1 method="wB97M-V/def2-TZVPD" fmax_ev_per_a=0.45 e_tot_ev=-9473.0662 gap_ha=0.31973 smiles="C/C=C(/O)CCO.[H][H]" charge=0
C -1.6554 0.8128 2.1942 -0.108
C -1.7888 -0.0151 0.9494 -0.109
C -0.8490 -0.2686 0.0339 -0.353
O -1.1835 -1.0133 -1.0621 0.028
C 0.5739 0.2403 0.0719 -0.121
C 1.6215 -0.7941 -0.3213 -0.232
O 1.4485 -1.1027 -1.7076 -0.108
H -2.2826 1.7121 2.1399 0.072
H -1.9798 0.2524 3.0797 0.070
H -0.6297 1.1482 2.3770 0.057
H 1.0033 1.9738 -2.9073 0.046
H -2.7726 -0.4340 0.7437 0.109
H 0.8147 0.6007 1.0753 0.108
H -0.3832 -1.1568 -1.5953 0.069
H 0.6779 1.0962 -0.6066 0.094
H 1.1142 1.2416 -2.8351 0.025
H 1.5123 -1.6994 0.2918 0.130
H 2.6271 -0.3838 -0.1580 0.119
H 1.9676 -1.8876 -1.9215 0.105



96
Properties=species:S:1:pos:R:3:lowdin_charge:R:1 method="wB97M-V/def2-TZVPD" fmax_ev_per_a=7.70 e_tot_ev=-109834.0041 s2=0.89 gap_ha="0.26545 / 0.27228" spin_multiplicity=2 charge=0
Re 0.3353 0.1919 0.1798 1.338
C -2.5338 -0.1250 -2.3974 -0.034
C -1.7585 1.1466 -1.9885 -0.663
C -0.7774 1.6366 -3.0710 -0.019
C -2.7944 2.2665 -1.7553 -0.026
N -1.0744 0.7986 -0.8042 -0.133
H -2.8887 -0.0438 -3.4206 0.090
H -3.3882 -0.2396 -1.7377 0.064
H -1.8970 -0.9976 -2.2782 0.064
H -1.2933 1.7520 -4.0205 0.095
H 0.0421 0.9396 -3.1740 0.040
H -0.3685 2.5955 -2.7636 0.086
H -3.4342 2.3497 -2.6308 0.095
H -2.2927 3.2163 -1.6069 0.069
H -3.3980 2.0457 -0.8822 0.059
F 3.4008 -1.0634 2.8270 0.050
C 2.9208 -2.2761 2.4119 -0.375
F 1.0887 -2.6597 4.1537 0.171
F 3.8849 -3.1575 2.7694 0.091
S 2.9680 -2.2281 0.5667 0.707
O 1.6265 -1.8497 0.1048 -0.526
O 3.4932 -3.4371 0.0459 -0.215
N 3.8804 -0.9416 0.2099 -0.238
S 3.0050 0.3169 0.2055 0.552
O 2.4143 0.7769 -1.0291 -0.362
O 2.1240 0.5264 1.3290 -0.439
C 4.3332 1.6257 0.5144 -0.623
F 3.7641 2.8237 0.7466 0.127
F 5.1328 1.7700 -0.5472 0.143
F 5.0962 1.3418 1.5664 0.155
C 0.3965 0.4451 4.3073 -0.076
C -1.0302 0.6317 3.7789 -0.624
C -1.8169 1.5781 4.6919 -0.080
C -1.7892 -0.7000 3.7568 -0.082
P -0.9860 1.3103 2.0062 1.120
C -2.7651 1.1466 1.5501 -0.351
C -3.1236 -0.1010 1.0282 -0.150
C -4.4407 -0.4061 0.7460 -0.075
C -5.4360 0.5378 0.9492 -0.070
C -5.0959 1.7804 1.4495 -0.073
C -3.7750 2.0764 1.7625 -0.092
C -0.4062 3.1375 2.0163 -0.638
C 0.8842 3.2271 2.8322 -0.082
C -1.4055 4.1750 2.5391 -0.088
C -0.0810 3.5165 0.5701 -0.113
H 0.4702 -0.4675 4.8914 0.085
H 0.6917 1.2715 4.9473 0.078
H 1.1149 0.3606 3.4981 0.045
H -1.9410 1.0908 5.6580 0.098
H -2.8076 1.7766 4.2837 0.073
H -1.2885 2.5102 4.8619 0.064
H -1.6220 -1.2229 4.6969 0.101
H -1.4516 -1.3492 2.9596 0.065
H -2.8567 -0.5324 3.6414 0.079
H -2.3360 -0.8200 0.8326 0.089
H -4.6920 -1.3866 0.3695 0.113
H -6.4603 0.3064 0.7048 0.106
H -5.8577 2.5301 1.6041 0.107
H -3.5628 3.0487 2.1650 0.080
H 0.6968 3.1613 3.8986 0.071
H 1.3718 4.1819 2.6396 0.098
H 1.5726 2.4398 2.5437 0.054
H -1.9585 3.8475 3.4103 0.055
H -2.1002 4.4637 1.7567 0.077
H -0.8519 5.0692 2.8244 0.092
H 0.7935 2.9734 0.2129 0.054
H 0.1294 4.5843 0.5163 0.098
H -0.9145 3.2749 -0.0823 0.041
F 0.5422 -1.5814 2.2524 0.026
B 1.3334 -2.6152 2.8078 -1.107
F 1.0098 -3.7948 2.1874 0.168
C 0.0878 -2.5249 -5.3740 -0.054
C -0.0391 -1.1915 -4.6513 -0.297
O 1.0513 -0.9578 -3.7807 -0.303
P 1.1444 -1.3854 -2.1723 0.836
O 2.7058 -1.7625 -2.2039 -0.316
C 3.7181 -1.0399 -2.8917 -0.281
C 4.2670 -1.8872 -4.0283 -0.048
O 0.4567 -2.8387 -2.2351 -0.266
C 1.0049 -4.0590 -1.7322 -0.263
C 0.7727 -5.1572 -2.7586 -0.064
H -0.6580 -2.5914 -6.1624 0.078
H -0.0667 -3.3308 -4.6666 0.047
H 1.0790 -2.6194 -5.8083 0.076
H -0.9771 -1.1722 -4.0982 0.079
H -0.0327 -0.3632 -5.3702 0.122
H 4.4981 -0.8323 -2.1506 0.105
H 3.3099 -0.0988 -3.2673 0.111
H 4.6239 -2.8380 -3.6392 0.083
H 5.0903 -1.3646 -4.5084 0.078
H 3.4817 -2.0681 -4.7580 0.064
H 0.5024 -4.2861 -0.7884 0.125
H 2.0687 -3.9371 -1.5326 0.085
H -0.2814 -5.2047 -3.0255 0.075
H 1.0713 -6.1109 -2.3315 0.079
H 1.3555 -4.9556 -3.6552 0.074



100
Properties=species:S:1:pos:R:3:lowdin_charge:R:1 method="wB97M-V/def2-TZVPD" fmax_ev_per_a=1.80 e_tot_ev=-128311.6950 gap_ha=0.26704 charge=-1
Ir -0.1521 -0.7393 0.0967 1.039
O -1.0838 0.1971 -3.3356 -0.272
S -1.9712 0.7637 -2.3619 0.530
O -2.3495 2.1406 -2.5944 -0.292
O -1.5960 0.5043 -0.9232 -0.506
C -3.5525 -0.0835 -2.3033 -0.208
C -4.6771 0.5721 -2.7890 -0.056
C -5.9414 0.1550 -2.4080 -0.078
C -6.0875 -0.8967 -1.5128 -0.074
C -4.9735 -1.5694 -1.0416 -0.050
C -3.7063 -1.1680 -1.4487 -0.226
S -2.3739 -2.2127 -0.8684 0.497
O -2.9117 -3.5211 -1.1120 -0.263
O -1.0681 -1.9580 -1.5462 -0.428
O -2.1396 -1.8734 0.5458 -0.465
H -4.5341 1.4286 -3.4336 0.112
H -6.8154 0.6772 -2.7776 0.100
H -7.0751 -1.1938 -1.1826 0.102
H -5.0677 -2.4001 -0.3553 0.121
O 2.1327 -1.2295 3.2809 0.052
C 2.0457 -0.6029 2.2528 -0.647
O 0.9296 -0.0700 1.7904 -0.343
C 3.2788 -0.3150 1.4471 -0.139
C 4.5287 -0.6431 1.9565 -0.008
C 5.6681 -0.3588 1.2259 -0.074
C 5.5507 0.2572 -0.0174 -0.075
C 4.3024 0.5828 -0.5235 -0.071
C 3.1518 0.2913 0.2087 -0.242
P 1.4841 0.8720 -0.2988 1.046
C 1.6659 2.5108 0.5063 -0.295
C 1.1095 2.7996 1.7489 -0.075
C 1.2589 4.0642 2.3000 -0.069
C 1.9826 5.0434 1.6335 -0.097
C 2.5726 4.7420 0.4146 -0.082
C 2.4213 3.4818 -0.1433 -0.086
C 1.7366 1.0049 -2.1011 -0.348
C 1.5099 2.1257 -2.8888 -0.093
C 1.7685 2.0829 -4.2532 -0.070
C 2.2416 0.9199 -4.8388 -0.085
C 2.4049 -0.2239 -4.0666 -0.072
C 2.1397 -0.1845 -2.7101 -0.106
H 4.5747 -1.1105 2.9312 0.119
H 6.6472 -0.6054 1.6168 0.099
H 6.4367 0.4927 -0.5940 0.100
H 4.2322 1.0638 -1.4910 0.106
H 0.5691 2.0364 2.2879 0.098
H 0.8025 4.2813 3.2580 0.103
H 2.1034 6.0272 2.0702 0.096
H 3.1533 5.4911 -0.1101 0.100
H 2.9018 3.2627 -1.0868 0.099
H 1.1127 3.0207 -2.4345 0.069
H 1.5948 2.9646 -4.8579 0.102
H 2.4681 0.8977 -5.8978 0.097
H 2.7347 -1.1482 -4.5238 0.103
H 2.2566 -1.0821 -2.1118 0.113
C -2.2390 2.2899 1.2764 -0.037
N -2.3863 3.3779 0.3261 -0.112
C -3.7356 3.8931 0.1856 -0.054
C -1.4210 3.6279 -0.6041 -0.505
O -0.4605 2.9029 -0.8040 -0.009
N -1.5766 4.8416 -1.2869 -0.153
C -1.5448 6.0499 -0.4815 -0.065
C -0.8269 4.9480 -2.5217 -0.066
H -2.3026 2.6729 2.2990 0.096
H -1.2814 1.8064 1.1327 0.044
H -3.0143 1.5366 1.1247 0.094
H -4.4383 3.0562 0.2068 0.087
H -3.8360 4.4087 -0.7646 0.089
H -3.9947 4.5780 1.0006 0.081
H -2.0183 5.8801 0.4825 0.078
H -2.0765 6.8540 -0.9964 0.083
H -0.5124 6.3809 -0.3014 0.084
H -0.9581 4.0328 -3.0941 0.075
H 0.2432 5.1258 -2.3436 0.084
H -1.2238 5.7899 -3.0934 0.086
C -0.1530 -5.5999 -0.5006 -0.081
C -1.2988 -5.8237 0.4651 -0.435
C -1.1376 -7.1178 1.2435 -0.053
O -1.5296 -4.7532 1.4142 -0.310
P -0.5938 -3.7484 2.2068 -0.041
S -1.6448 -2.7899 3.5091 0.297
S 0.7333 -2.7855 0.9211 0.489
O 0.3918 -4.8521 2.8496 -0.323
C 1.5142 -4.8001 3.7485 -0.449
C 2.8039 -4.6156 2.9678 -0.066
C 1.3632 -3.7874 4.8661 -0.083
H -0.1451 -6.4271 -1.2152 0.084
H 0.8043 -5.5730 0.0217 0.060
H -0.2808 -4.6717 -1.0503 0.049
H -2.2296 -5.8373 -0.0990 0.128
H -0.2157 -7.0955 1.8247 0.072
H -1.1074 -7.9611 0.5493 0.077
H -1.9743 -7.2546 1.9296 0.083
H 1.5070 -5.8009 4.1878 0.133
H 2.8647 -3.6001 2.5755 0.037
H 2.8599 -5.3235 2.1390 0.077
H 3.6548 -4.7801 3.6346 0.080
H 1.4114 -2.7704 4.4837 0.041
H 2.1925 -3.9282 5.5668 0.082
H 0.4174 -3.9217 5.3891 0.059



99
Properties=species:S:1:pos:R:3:lowdin_charge:R:1 method="wB97M-V/def2-TZVPD" fmax_ev_per_a=3.39 e_tot_ev=-81142.2100 gap_ha="0.12660 / 0.08733" charge=+2
Pb -0.1142 1.4107 0.0008 1.343
C -2.0876 1.8732 -8.0227 -0.109
C -2.2181 0.6035 -7.6208 -0.137
C -1.3991 -0.5600 -8.0796 -0.183
C 0.0467 -0.2463 -8.5496 -0.195
C 0.8626 0.6129 -7.6201 -0.118
C 0.9420 1.9469 -7.6651 -0.110
C 0.2361 2.8220 -8.6667 -0.181
C -1.1801 2.3692 -9.1102 -0.192
C 1.8075 1.1069 1.1395 -0.231
H -2.7339 2.6542 -7.6027 0.102
H -3.0380 0.3288 -6.9476 0.092
H -1.9106 -1.0953 -8.8996 0.125
H -1.3477 -1.2843 -7.2518 0.096
H 0.5621 -1.2172 -8.6223 0.112
H 0.0135 0.1549 -9.5702 0.103
H 1.4779 0.0428 -6.9125 0.091
H 1.6148 2.4905 -6.9924 0.099
H 0.8352 2.9447 -9.5868 0.125
H 0.1572 3.8294 -8.2329 0.108
H -1.6676 3.2578 -9.5419 0.116
H -1.0839 1.6473 -9.9305 0.103
H 1.7344 1.6520 2.0939 0.036
H 2.6457 1.4773 0.5374 0.001
H 1.9341 0.0351 1.3445 0.016
P 1.6823 -0.3176 -1.7531 0.966
P -1.4873 -0.7313 -1.7336 0.984
N 2.7867 0.8530 -2.4635 -0.264
N 2.8340 -1.6114 -1.3882 -0.242
N -2.3990 0.4173 -2.7695 -0.239
N -2.8177 -1.7993 -1.4038 -0.268
C 0.8822 -0.9503 -3.2722 -0.360
C -0.4893 -1.6205 -2.9903 -0.347
C 2.8897 2.2002 -2.0886 -0.163
C 3.8481 2.8006 -2.8836 -0.064
C 4.3645 1.8004 -3.7694 -0.053
C 3.6966 0.6162 -3.4964 -0.110
C 3.7687 -1.5470 -0.3361 -0.135
C 4.4039 -2.7742 -0.2275 -0.065
C 3.8698 -3.6288 -1.2476 -0.060
C 2.9122 -2.8976 -1.9364 -0.129
C -2.7732 1.6965 -2.3175 -0.173
C -3.0204 2.5094 -3.4114 -0.042
C -2.8238 1.7178 -4.5845 -0.036
C -2.4978 0.4352 -4.1600 -0.119
C -3.8982 -2.1500 -2.2251 -0.112
C -4.7656 -2.9569 -1.5007 -0.059
C -4.1994 -3.1262 -0.1878 -0.075
C -3.0151 -2.4143 -0.1513 -0.133
H 1.5685 -1.6439 -3.7823 0.079
H 0.7490 -0.0899 -3.9497 0.098
H -1.0408 -1.7358 -3.9325 0.080
H -0.3280 -2.6322 -2.5843 0.098
H 2.2644 2.5901 -1.2949 0.055
H 4.1479 3.8342 -2.8374 0.105
H 5.1420 1.9298 -4.5034 0.106
H 3.7894 -0.3715 -3.9225 0.114
H 3.8829 -0.6411 0.2390 0.091
H 5.1680 -3.0316 0.4916 0.104
H 4.1604 -4.6495 -1.4540 0.106
H 2.2806 -3.1800 -2.7644 0.095
H -2.8485 1.9028 -1.2577 0.071
H -3.3154 3.5497 -3.3997 0.112
H -2.8898 2.0484 -5.6100 0.068
H -2.3732 -0.4718 -4.7363 0.098
H -3.9603 -1.7800 -3.2363 0.101
H -5.6991 -3.3705 -1.8569 0.105
H -4.6261 -3.7015 0.6216 0.099
H -2.2844 -2.2656 0.6330 0.073
O -1.0511 2.4748 2.1288 -0.080
C -1.2841 1.3580 2.6487 -0.575
N -1.8507 1.1265 3.8921 0.172
C -1.4277 -0.1829 4.3538 -0.266
C -1.1667 -0.8488 2.9708 -0.413
O -1.1740 -2.0551 2.7357 0.085
N -0.9750 0.1605 2.0588 0.073
C -0.1209 -0.0115 5.1422 -0.183
C 0.9946 -0.8037 4.8675 -0.014
C 2.2062 -0.5236 5.5112 -0.050
C 2.2827 0.5189 6.4368 -0.056
C 1.1430 1.2626 6.7651 -0.045
C -0.0679 0.9825 6.1271 -0.040
C -2.5230 -0.8708 5.1504 -0.046
C -2.3249 -1.3907 6.4399 0.062
C -3.4135 -1.9330 7.1397 0.028
C -4.6800 -1.9742 6.5519 0.044
C -4.8673 -1.4702 5.2595 0.012
C -3.7893 -0.9144 4.5663 0.057
H -1.9627 1.9287 4.5028 0.163
H 0.9159 -1.6530 4.1831 0.122
H 3.0787 -1.1358 5.2806 0.117
H 3.2290 0.7396 6.9301 0.117
H 1.1783 2.0519 7.5188 0.120
H -0.9703 1.5279 6.4198 0.124
H -1.3417 -1.3419 6.9194 0.140
H -3.2595 -2.3050 8.1564 0.140
H -5.5238 -2.3825 7.1105 0.145
H -5.8544 -1.4934 4.7986 0.133
H -3.9494 -0.4744 3.5812 0.146



22
Properties=species:S:1:pos:R:3:lowdin_charge:R:1 method="wB97M-V/def2-TZVPD" fmax_ev_per_a=1.46 e_tot_ev=-14510.6968 s2=0.75 gap_ha="0.33078 / 0.18354" spin_multiplicity=2 charge=0
C -1.0788 -1.7833 -2.3762 -0.059
C 0.1702 0.3539 -1.5702 -0.084
C -0.8793 -0.3430 -2.0666 -0.369
C -1.5622 1.6700 -1.8280 -0.217
N -0.2626 1.6703 -1.4975 0.042
N -1.9781 0.4851 -2.1851 0.088
H 1.2094 0.1387 -1.3943 0.113
H 0.2487 2.3220 -0.9215 0.123
H -1.5349 -1.8904 -3.3552 0.067
H -1.7910 -2.2454 -1.6903 0.072
H -2.2141 2.5263 -1.8613 0.113
H -0.1828 -2.4113 -2.4390 0.073
C 1.2478 -0.0050 2.8933 -0.130
C 0.1870 -0.9160 2.2714 -0.076
C 1.6514 1.0654 1.8593 -0.574
O 0.9327 1.4924 0.9843 0.087
O 2.8857 1.4406 1.9579 0.259
H 1.0197 0.4546 3.8517 0.121
H 2.1775 -0.5730 3.0135 0.115
H -0.4242 -1.3691 3.0539 0.078
H 0.6740 -1.7006 1.6930 0.083
H -0.4961 -0.3820 1.6069 0.075



22
Properties=species:S:1:pos:R:3:lowdin_charge:R:1 method="wB97M-V/def2-TZVPD" fmax_ev_per_a=4.87 e_tot_ev=-9974.0947 gap_ha="0.32592 / 0.29490" charge=+1
C -2.5977 -1.2366 -0.6271 -0.055
C -2.4727 0.0046 -0.1882 -0.067
C 0.7781 -1.7133 0.5948 0.057
C 2.3400 -0.1955 -0.7478 0.027
C -0.2676 2.8810 0.4396 0.022
C 0.5892 0.7898 0.6966 -0.094
N 0.9747 -0.4189 -0.1851 -0.126
O -0.0122 1.7411 0.0265 -0.030
H -3.0461 -2.0210 -0.0854 0.041
H -2.1477 -1.6373 -1.6060 0.089
H -2.9772 0.3662 0.6765 0.061
H 1.1836 -2.5409 0.1391 0.091
H 1.2018 -1.5615 1.5702 0.111
H -0.1986 -1.8046 0.7296 0.038
H 2.9293 -0.0646 0.1020 0.085
H 2.6109 -1.0576 -1.3232 0.100
H 2.3962 0.6273 -1.4913 0.129
H 0.1515 3.3418 1.3521 0.124
H -2.0598 0.8317 -0.6385 0.016
H -0.9811 3.5095 -0.0755 0.105
H 1.2704 0.7601 1.5452 0.149
H 0.3352 -0.6014 -0.9039 0.131